# 1
Here is a 15-piece molecular cluster, C45H60O45 overall at a distorted geometry from the Open Molecules 2025 dataset. Energies are from ωB97M-V/def2-TZVPD.

Geometry (Å):
1 C -10.50023 -20.38715 2.07828
2 C -11.37193 -20.72748 3.25886
3 O -10.53789 -21.20426 4.27332
4 C -9.30116 -21.12549 3.90885
5 O -8.29150 -21.47298 4.53582
6 O -9.26998 -20.55598 2.70146
7 H -10.53112 -19.35077 1.74199
8 H -10.43578 -21.12394 1.27761
9 H -12.23696 -21.34258 3.01091
10 H -11.83271 -19.81874 3.64610
11 C -20.50629 -19.70374 0.12499
12 C -20.93784 -20.43838 1.31159
13 O -22.38055 -20.18773 1.10531
14 C -22.64559 -19.40890 0.11309
15 O -23.79524 -18.95240 -0.08274
16 O -21.52280 -18.91177 -0.33364
17 H -20.17893 -20.43445 -0.61460
18 H -19.73514 -18.97072 0.36190
19 H -20.69573 -19.96914 2.26516
20 H -20.63389 -21.48469 1.28077
21 C -16.17469 -25.24449 1.61820
22 C -17.38204 -24.91449 2.47849
23 O -16.94069 -23.63210 2.89860
24 C -15.64575 -23.54340 2.86127
25 O -14.95380 -22.57213 3.21774
26 O -15.14797 -24.65516 2.31159
27 H -16.16707 -24.95168 0.56830
28 H -15.85058 -26.28153 1.70535
29 H -17.63481 -25.60183 3.28581
30 H -18.22988 -24.93585 1.79379
31 C -7.73016 -23.25104 0.20499
32 C -7.74259 -23.05181 1.75274
33 O -6.66475 -23.84442 2.18112
34 C -6.17397 -24.49985 1.10221
35 O -5.12350 -25.16674 1.17301
36 O -6.98899 -24.37567 0.04317
37 H -7.14610 -22.46564 -0.27472
38 H -8.73360 -23.39644 -0.19509
39 H -8.74437 -23.23724 2.14025
40 H -7.41772 -22.02069 1.89183
41 C -16.70580 -21.35818 5.46661
42 C -17.40916 -20.71250 6.62201
43 O -18.53992 -20.10791 5.99283
44 C -18.33243 -20.08148 4.66515
45 O -18.99322 -19.54933 3.84420
46 O -17.31614 -20.80906 4.29383
47 H -16.82848 -22.44124 5.46372
48 H -15.65883 -21.06778 5.37930
49 H -16.83581 -19.96629 7.17204
50 H -17.57023 -21.49664 7.36180
51 C -6.96689 -25.94367 -3.42485
52 C -8.14742 -25.05270 -3.03871
53 O -9.22915 -25.83485 -2.75195
54 C -9.02918 -26.99755 -3.44757
55 O -9.90312 -27.84636 -3.78465
56 O -7.72874 -27.04256 -3.88975
57 H -6.31338 -26.14289 -2.57553
58 H -6.49376 -25.39903 -4.24193
59 H -8.35032 -24.36192 -3.85710
60 H -7.89366 -24.45128 -2.16578
61 C -12.15467 -25.05480 1.21000
62 C -11.58828 -24.44216 2.48198
63 O -10.49915 -25.31707 2.75950
64 C -10.77482 -26.52042 2.21242
65 O -10.12848 -27.58090 2.33644
66 O -11.82822 -26.43373 1.41080
67 H -11.70603 -24.62414 0.31482
68 H -13.22935 -24.96956 1.04908
69 H -12.27473 -24.45998 3.32849
70 H -11.13143 -23.45261 2.46880
71 C -18.97706 -17.03777 -3.59028
72 C -17.83591 -16.01869 -3.42656
73 O -17.19409 -16.40532 -2.25800
74 C -17.54405 -17.58700 -1.89247
75 O -17.19702 -18.19786 -0.92649
76 O -18.46507 -17.99975 -2.76903
77 H -18.99794 -17.37645 -4.62612
78 H -19.96282 -16.73354 -3.23841
79 H -18.26943 -15.02702 -3.29714
80 H -17.15822 -16.01108 -4.28024
81 C -10.95214 -22.36308 -4.09428
82 C -10.50276 -21.55164 -5.31157
83 O -11.66817 -21.69210 -6.16145
84 C -12.67685 -22.08848 -5.45088
85 O -13.80321 -22.26316 -5.98336
86 O -12.30461 -22.47132 -4.23876
87 H -10.68653 -22.01490 -3.09613
88 H -10.60386 -23.39528 -4.13124
89 H -9.59574 -21.95527 -5.76157
90 H -10.35921 -20.49600 -5.08109
91 C -12.92715 -18.90414 -3.63290
92 C -13.82826 -17.78780 -3.21442
93 O -13.46251 -16.70517 -3.93866
94 C -12.90238 -17.14366 -5.06250
95 O -12.52323 -16.41978 -5.89048
96 O -12.62355 -18.45090 -4.95096
97 H -13.57937 -19.77665 -3.67060
98 H -12.02560 -18.99730 -3.02741
99 H -13.75945 -17.65451 -2.13479
100 H -14.86925 -18.09222 -3.32296
101 C -18.71890 -22.25211 -1.99829
102 C -19.75202 -23.13624 -2.64220
103 O -20.08051 -24.09549 -1.60057
104 C -19.73262 -23.56606 -0.41464
105 O -20.06508 -24.03461 0.69475
106 O -18.92975 -22.48573 -0.65358
107 H -19.02696 -21.22300 -2.18309
108 H -17.68042 -22.43727 -2.27283
109 H -19.30440 -23.62398 -3.50814
110 H -20.58585 -22.45812 -2.82380
111 C -13.43292 -25.22266 -2.24045
112 C -13.39006 -25.74617 -3.65545
113 O -14.64895 -25.34382 -4.30510
114 C -15.28584 -24.51231 -3.44570
115 O -16.41610 -24.08605 -3.63126
116 O -14.60255 -24.43505 -2.23105
117 H -12.59724 -24.58111 -1.96092
118 H -13.52536 -26.03989 -1.52512
119 H -13.21103 -26.81807 -3.57138
120 H -12.58361 -25.51602 -4.35172
121 C -17.18633 -21.32326 -5.20140
122 C -17.40405 -21.03914 -6.69355
123 O -17.01737 -19.67945 -6.87729
124 C -16.48119 -19.22228 -5.73168
125 O -15.88860 -18.14290 -5.65203
126 O -16.55599 -20.11959 -4.71967
127 H -16.49018 -22.15798 -5.11927
128 H -18.08981 -21.54572 -4.63366
129 H -18.45874 -21.14692 -6.94672
130 H -16.92611 -21.76690 -7.34934
131 C -15.34837 -17.36423 2.17777
132 C -15.18692 -16.27993 1.08044
133 O -14.01086 -16.61500 0.44940
134 C -13.57070 -17.86823 0.83399
135 O -12.57852 -18.49731 0.34475
136 O -14.51327 -18.40062 1.61993
137 H -16.39467 -17.65185 2.28086
138 H -15.05146 -16.94508 3.13915
139 H -15.07798 -15.25495 1.43490
140 H -16.05259 -16.15071 0.43079
141 C -15.11122 -20.81664 -1.06629
142 C -15.32865 -21.70357 0.13711
143 O -14.19682 -22.50585 0.14919
144 C -13.30058 -22.02985 -0.66269
145 O -12.17130 -22.48738 -0.65435
146 O -13.73698 -21.05255 -1.36266
147 H -15.31272 -19.78266 -0.78632
148 H -15.80983 -20.93357 -1.89476
149 H -16.30384 -22.18579 0.06956
150 H -15.41690 -21.12682 1.05779

## Properties
LUMO level: -0.1 eV
energy: -5136.50265 hartree
gap between HOMO and LUMO: 10.41 eV
energy above the lowest of the compared OMol25 structures with the same formula, charge and spin: 4.1860 eV

Löwdin atomic charge list, values in e, 99 entries: -0.11 -0.12 0.11 -0.59 0.12 0.02 0.13 0.12 0.12 0.13 -0.17 -0.03 0.10 -0.60 0.09 0.10 0.11 0.14 0.12 0.12 -0.14 -0.06 0.10 -0.56 0.10 0.04 0.14 0.15 0.14 0.11 -0.15 -0.11 0.10 -0.50 0.11 0.04 0.14 0.13 0.12 0.13 -0.12 -0.11 0.09 -0.62 0.16 0.08 0.13 0.13 0.13 0.13 -0.09 -0.19 0.06 -0.44 0.09 0.06 0.14 0.14 0.12 0.11 -0.11 -0.09 0.06 -0.53 0.11 0.07 0.10 0.11 0.14 0.11 -0.12 -0.10 0.11 -0.61 0.15 0.05 0.14 0.14 0.14 0.13 -0.15 -0.05 0.11 -0.57 0.09 0.06 0.14 0.12 0.13 0.13 -0.10 -0.20 0.12 -0.61 0.20 0.07 0.12 0.14 0.12



# 2
Here is C45H62BF7N2O2Sb2Si3Y as an isolated structure at a distorted geometry from the Open Molecules 2025 dataset. Energies are from ωB97M-V/def2-TZVPD.

Geometry (Å):
1 Y 0.12455 0.38634 -0.38651
2 C -3.36683 3.10469 0.28957
3 C -3.43107 1.68122 0.80468
4 C -3.95264 0.68832 -0.05009
5 C -4.48556 1.10913 -1.40319
6 C -4.08870 -0.62838 0.40861
7 C -4.78641 -1.67615 -0.42934
8 C -3.72408 -0.95046 1.72797
9 C -3.82403 -2.38596 2.19645
10 C -3.33408 0.06045 2.61282
11 C -3.25587 -0.22535 4.09743
12 C -3.14020 1.36816 2.14215
13 C -2.79467 2.45480 3.13691
14 H -4.36865 3.54481 0.23622
15 H -2.95166 3.14872 -0.71976
16 H -2.77052 3.75947 0.91605
17 H -3.68245 1.30442 -2.12331
18 H -5.05833 2.03419 -1.32350
19 H -5.14962 0.36446 -1.83394
20 H -5.87394 -1.59939 -0.29438
21 H -4.50320 -2.68545 -0.14275
22 H -4.58475 -1.57469 -1.49054
23 H -4.86187 -2.72730 2.25889
24 H -3.36685 -2.53226 3.16989
25 H -3.30719 -3.05344 1.50300
26 H -2.28011 -0.60585 4.40425
27 H -3.99968 -0.96167 4.39086
28 H -3.45472 0.66862 4.68763
29 H -3.70326 2.83247 3.62214
30 H -2.29889 3.30760 2.68801
31 H -2.14804 2.08731 3.92905
32 O 0.05177 -1.50823 0.60784
33 N 1.11475 -2.23466 0.78421
34 N 2.16072 -1.65101 0.37712
35 O 2.09526 -0.44360 -0.14234
36 C 3.45601 -2.31367 0.41854
37 C 3.54261 -3.65552 0.77690
38 C 4.79675 -4.24280 0.82199
39 C 5.93285 -3.50365 0.51317
40 C 5.82071 -2.16819 0.15830
41 C 4.57574 -1.55800 0.11040
42 H 2.65301 -4.22292 1.01023
43 H 4.88536 -5.28646 1.09641
44 H 6.91004 -3.97327 0.55250
45 H 6.70690 -1.58784 -0.07131
46 H 4.47272 -0.51184 -0.14004
47 F 6.86544 0.20673 2.87680
48 C 5.55131 0.46730 2.81519
49 C 5.13054 1.64513 2.23093
50 C 3.76593 1.90243 2.16119
51 C 2.84109 0.99084 2.66624
52 C 3.30799 -0.18729 3.24406
53 C 4.66721 -0.45804 3.32925
54 Sb 0.73840 1.37318 2.54719
55 C 0.30401 0.67870 4.50435
56 C -0.00693 1.54368 5.55187
57 C -0.25828 1.05303 6.82714
58 C -0.18404 -0.31001 7.03702
59 F -0.41810 -0.78686 8.25993
60 C 0.11447 -1.20014 6.02368
61 C 0.34905 -0.69425 4.75349
62 C 0.84671 3.46457 2.83557
63 C 1.61175 4.01140 3.86771
64 C 1.71862 5.38663 4.02039
65 C 1.05979 6.20044 3.11933
66 F 1.16309 7.52144 3.25744
67 C 0.30864 5.69866 2.07426
68 C 0.20961 4.32089 1.93976
69 H 5.86260 2.34757 1.84474
70 H 3.43462 2.82582 1.70526
71 H 2.62019 -0.91736 3.65716
72 H 5.04164 -1.37370 3.77824
73 H -0.06875 2.61418 5.38483
74 H -0.50603 1.71209 7.65229
75 H 0.14328 -2.26431 6.23153
76 H 0.53592 -1.39841 3.94792
77 H 2.14309 3.36510 4.56075
78 H 2.30614 5.83072 4.81617
79 H -0.17441 6.37868 1.38280
80 H -0.35885 3.92063 1.10688
81 C 1.65801 -3.67215 -2.58509
82 Si 1.73453 -2.08853 -3.58651
83 C 1.76608 -2.48747 -5.40929
84 C 3.24792 -1.05427 -3.22220
85 Sb -0.41276 -0.77746 -2.96109
86 Si -0.56996 0.96018 -4.86991
87 C -1.00925 0.06234 -6.44925
88 C -1.94239 2.13129 -4.38203
89 C 1.05598 1.85275 -5.09084
90 Si -2.18295 -2.49683 -3.65424
91 C -2.45455 -3.56764 -2.14076
92 C -3.68949 -1.54851 -4.23049
93 C -1.59653 -3.55415 -5.08079
94 H 2.66562 -4.08783 -2.45079
95 H 1.05928 -4.41799 -3.12372
96 H 1.20803 -3.54543 -1.59948
97 H 2.72484 -2.98272 -5.62447
98 H 1.72576 -1.57942 -6.02267
99 H 0.96091 -3.16250 -5.72311
100 H 4.12649 -1.71237 -3.16376
101 H 3.18701 -0.48442 -2.29921
102 H 3.41668 -0.35117 -4.04671
103 H -1.95437 -0.49176 -6.37116
104 H -0.22296 -0.64103 -6.75037
105 H -1.12083 0.80029 -7.25725
106 H -2.92231 1.64549 -4.46404
107 H -1.94358 3.00681 -5.04513
108 H -1.81513 2.49499 -3.35622
109 H 1.92250 1.21542 -4.88624
110 H 1.12983 2.73343 -4.44603
111 H 1.12184 2.18918 -6.13514
112 H -2.39492 -2.99694 -1.20847
113 H -1.68772 -4.35059 -2.10707
114 H -3.43444 -4.05982 -2.17790
115 H -3.89822 -0.65770 -3.63805
116 H -4.57537 -2.19688 -4.20897
117 H -3.54278 -1.22953 -5.27059
118 H -0.93657 -4.36291 -4.74600
119 H -1.07730 -2.97688 -5.85665
120 H -2.47861 -4.01548 -5.54819
121 F 1.71177 2.55774 -0.07618
122 B 1.21618 2.71428 -1.38115
123 F 1.60886 1.53290 -2.06686
124 F 1.45594 3.87797 -2.00228
125 F -0.25869 2.46869 -1.19422

## Properties
total charge: +1
LUMO level: -3.0 eV
energy: -4123.32860 hartree
gap between HOMO and LUMO: 7.70 eV
energy above the lowest of the compared OMol25 structures with the same formula, charge and spin: 1.0459 eV

Löwdin atomic charge list, values in e, 99 entries: 1.20 -0.04 -0.19 -0.18 -0.03 -0.18 -0.04 -0.18 -0.04 -0.17 -0.03 -0.19 -0.04 0.10 0.07 0.05 0.06 0.09 0.07 0.11 0.06 0.05 0.10 0.07 0.08 0.07 0.08 0.08 0.11 0.05 0.04 -0.32 0.04 -0.17 -0.25 -0.17 -0.02 -0.06 -0.06 -0.05 -0.02 0.11 0.11 0.11 0.12 0.12 0.07 -0.29 0.01 -0.11 -0.36 -0.12 -0.01 1.56 -0.38 -0.12 0.01 -0.28 0.09 0.00 -0.16 -0.39 -0.12 0.01 -0.28 0.09 0.01 -0.13 0.13 0.10 0.08 0.13 0.10 0.13 0.13 0.10 0.11 0.13 0.13 0.08 -0.21 0.34 -0.21 -0.21 0.92 0.34 -0.21 -0.22 -0.19 0.32 -0.23 -0.22 -0.22 0.04 0.03 0.01 0.05 0.03 0.01